# C17H19NO5S

C17H19NO5S in the gas phase in a non-equilibrium geometry (ωB97M-V/def2-TZVPD, OMol25).

For the HOMO energy, the calculation gives -8.67 eV. Its energy above the lowest of the compared OMol25 structures with the same formula, charge and spin is 165.35 kJ/mol. The multiplicity is 1. For the maximum force, the calculation gives 0.0226 hartree/bohr. Its SMILES is Cc1ccc(S(=O)(=O)N2CCC[C@H]2C(=O)OCc2ccco2)cc1. The LUMO energy is 0.62 eV.

Positions of all 43 atoms, in Å:
S: -0.08 -1.01 -1.23
O: -0.12 2.48 1.07
O: -1.49 -1.16 -1.01
O: -1.49 4.89 -0.73
O: -1.63 1.46 2.36
O: 0.40 -0.67 -2.53
N: 0.43 0.21 -0.20
C: 1.84 0.51 -0.20
C: 2.40 -0.20 1.04
C: 0.86 -4.40 0.76
C: -3.04 3.53 0.12
C: 0.19 -3.27 0.32
C: 1.94 -2.87 -1.28
C: -0.74 3.76 1.31
C: -3.54 4.12 -1.07
C: 0.74 -2.51 -0.69
C: 2.07 -4.78 0.19
C: -1.78 4.04 0.28
C: -0.02 0.12 1.17
C: -2.56 4.93 -1.53
C: -0.71 1.42 1.60
C: 2.78 -6.01 0.65
C: 2.60 -4.00 -0.84
C: 1.24 -0.14 2.04
H: 2.64 -1.24 0.80
H: 1.37 0.68 2.75
H: -4.51 3.95 -1.51
H: 2.32 -2.27 -2.09
H: 2.61 -6.19 1.71
H: 1.96 1.59 -0.11
H: 2.41 -6.88 0.10
H: -2.50 5.57 -2.39
H: 0.06 4.49 1.23
H: -1.18 3.75 2.31
H: -0.77 -0.67 1.25
H: 1.14 -1.06 2.60
H: 3.29 0.29 1.42
H: -3.53 2.83 0.76
H: 0.44 -5.00 1.55
H: 3.53 -4.29 -1.30
H: 2.27 0.17 -1.14
H: -0.76 -2.99 0.74
H: 3.85 -5.94 0.47

=====

# C8H12MnN2P

A molecular structure, C8H12MnN2P in a non-equilibrium geometry (ωB97M-V/def2-TZVPD, OMol25).

For the HOMO energy (spin up / spin down), the calculation gives -1.11 / -1.93 eV. Its energy above the lowest of the compared OMol25 structures with the same formula, charge and spin is 0.00 kJ/mol. The multiplicity is 6. For the maximum force, the calculation gives 0.0513 hartree/bohr. The LUMO energy (spin up / spin down) is 3.17 / 3.10 eV. Its total charge is -1. As for the expectation value of S²: 8.89.

Positions of all 24 atoms, in Å:
Mn: 0.89 1.11 1.33
P: -0.37 2.97 0.48
N: -0.13 -1.65 2.13
N: 0.03 -0.31 2.23
C: 1.10 -1.07 -1.36
C: -0.45 0.06 3.46
C: -0.88 -1.08 4.12
C: -0.66 -2.15 3.25
C: 0.11 -0.30 -2.08
C: -0.68 -2.44 -1.83
C: 0.64 -2.42 -1.30
C: -0.96 -1.18 -2.44
H: 0.35 4.22 0.48
H: -1.86 -0.91 -3.01
H: 1.18 -3.27 -0.89
H: 0.15 -2.16 1.29
H: 0.16 0.76 -2.32
H: 2.04 -0.71 -0.95
H: -0.85 -3.20 3.39
H: -0.72 2.85 -0.91
H: -0.44 1.10 3.74
H: -1.28 -1.12 5.11
H: -1.34 -3.31 -1.84
H: -1.61 3.34 1.09

=====

# C15H19BO2

2 unconnected molecules or ions with the total composition C15H19BO2 in a non-equilibrium geometry (ωB97M-V/def2-TZVPD, OMol25).

For the HOMO energy, the calculation gives -8.00 eV. The multiplicity is 1. For the maximum force, the calculation gives 0.0368 hartree/bohr. Its SMILES is COc1ccc(Cc2ccc(OC)cc2)cc1.B. The LUMO energy is -0.11 eV.

Positions of all 37 atoms, in Å:
O: -4.95 1.11 0.85
O: 5.12 0.77 0.48
C: 1.34 -1.04 0.42
C: -5.45 2.06 -0.11
C: 3.76 -1.18 0.33
C: 1.43 0.34 0.50
C: -3.44 -0.49 1.64
C: -1.30 -1.00 0.57
C: 2.67 0.99 0.55
C: -1.63 -0.06 -0.41
C: 2.52 -1.78 0.28
C: -2.78 0.73 -0.32
C: -3.74 0.50 0.69
C: -2.28 -1.24 1.55
C: 5.29 2.20 0.50
C: 3.87 0.24 0.44
C: 0.03 -1.77 0.74
B: -0.04 -1.87 -4.04
H: 0.05 -3.09 -3.84
H: 0.99 -1.27 -4.04
H: -2.92 1.49 -1.08
H: 4.94 2.64 1.43
H: -6.45 2.31 0.24
H: -5.52 1.63 -1.12
H: 2.70 2.05 0.76
H: -2.10 -2.00 2.29
H: 0.09 -2.80 0.43
H: 4.65 -1.80 0.34
H: 0.08 -1.83 1.86
H: 6.37 2.37 0.41
H: -1.11 -1.27 -3.91
H: -0.97 0.06 -1.27
H: 0.51 0.91 0.61
H: 2.43 -2.87 0.19
H: -4.82 2.96 -0.12
H: -4.10 -0.67 2.48
H: 4.78 2.68 -0.35

=====

# C5H12N2O2

2 unconnected molecules or ions with the total composition C5H12N2O2 in a non-equilibrium geometry (ωB97M-V/def2-TZVPD, OMol25).

For the HOMO energy, the calculation gives -9.59 eV. Its energy above the lowest of the compared OMol25 structures with the same formula, charge and spin is 596.55 kJ/mol. The multiplicity is 1. For the maximum force, the calculation gives 0.0594 hartree/bohr. Its SMILES is C/N=[N+](\[O-])O.C=C(C)C. The LUMO energy is 0.87 eV.

Positions of all 21 atoms, in Å:
O: 1.25 1.48 -0.33
O: 2.95 0.54 -1.38
N: 2.09 0.37 -0.53
N: 1.79 -0.55 0.27
C: -2.47 1.05 -0.84
C: -1.47 0.55 1.48
C: -1.00 -0.84 -0.48
C: -1.65 0.17 0.02
C: 2.74 -1.67 0.16
H: 2.22 -2.54 0.51
H: -0.31 -1.43 0.11
H: 3.53 -1.53 0.96
H: -2.24 1.00 -1.91
H: -0.83 1.36 1.40
H: -1.03 -1.11 -1.46
H: -2.22 2.16 -0.67
H: 0.55 0.98 0.11
H: -1.13 -0.29 2.13
H: -2.46 0.95 1.87
H: 3.24 -1.58 -0.81
H: -3.54 0.92 -0.61

=====

# C36H24BaN5O6S

A molecular structure, C36H24BaN5O6S (ωB97M-V/def2-TZVPD, OMol25).

For the HOMO energy, the calculation gives -3.90 eV. Its energy above the lowest of the compared OMol25 structures with the same formula, charge and spin is 0.00 kJ/mol. The multiplicity is 1. For the maximum force, the calculation gives 0.0076 hartree/bohr. The LUMO energy is 0.74 eV. Its total charge is -1.

Positions of all 73 atoms, in Å:
Ba: 0.18 -0.74 -0.55
S: -1.91 -1.47 1.85
O: -0.58 1.63 1.13
O: -5.47 3.97 -3.75
O: 2.02 0.50 -1.75
O: -0.15 -3.42 -0.57
O: 1.21 -2.58 0.97
O: -6.71 2.42 -4.59
N: 1.97 0.87 0.96
N: -2.57 -1.16 -1.56
N: -5.73 2.80 -3.96
N: -1.40 1.15 -2.28
N: 3.21 1.07 0.88
C: -4.86 1.78 -3.37
C: -0.48 1.83 3.55
C: -2.77 3.20 -3.56
C: 7.33 1.34 1.10
C: 3.28 0.57 -1.56
C: -2.71 1.02 -2.55
C: 7.53 0.90 -1.24
C: 0.28 1.74 4.71
C: 2.19 1.11 3.41
C: -1.62 -3.15 2.30
C: 1.45 1.20 2.24
C: -4.51 -2.53 -1.29
C: -0.61 -3.93 1.70
C: 5.50 0.52 -2.59
C: -1.43 3.30 -3.30
C: -5.30 -1.60 -1.90
C: 4.16 0.43 -2.70
C: 0.23 -3.29 0.62
C: -2.40 -3.77 3.28
C: -0.77 2.26 -2.64
C: -0.42 -5.25 2.06
C: 1.62 1.38 4.64
C: 3.89 0.81 -0.30
C: 8.14 1.17 -0.04
C: -3.34 -0.23 -2.14
C: 6.13 0.78 -1.34
C: 5.97 1.22 1.03
C: -3.46 2.04 -3.17
C: -1.98 1.86 1.21
C: -5.46 0.63 -2.99
C: -1.21 -5.85 3.03
C: -3.13 -2.27 -1.14
C: 5.32 0.94 -0.19
C: -4.71 -0.40 -2.35
C: 0.10 1.55 2.32
C: -2.20 -5.09 3.64
H: 8.12 0.77 -2.14
H: -1.53 2.08 3.62
H: 0.36 -5.82 1.56
H: -2.47 -3.00 -0.67
H: -6.52 0.50 -3.17
H: -2.35 1.79 0.18
H: -6.36 -1.76 -2.04
H: 9.21 1.26 0.03
H: -3.29 4.00 -4.05
H: 5.36 1.35 1.92
H: 2.20 1.29 5.55
H: -4.92 -3.46 -0.91
H: -2.20 2.86 1.60
H: -1.05 -6.88 3.31
H: 3.68 0.24 -3.65
H: -2.47 1.10 1.82
H: 6.13 0.40 -3.47
H: -2.82 -5.54 4.41
H: 7.80 1.56 2.06
H: -0.87 4.18 -3.60
H: 3.23 0.79 3.33
H: 0.28 2.31 -2.39
H: -3.18 -3.19 3.76
H: -0.19 1.94 5.66

=====

# C7H16Br5PSi

A molecular structure, C7H16Br5PSi (ωB97M-V/def2-TZVPD, OMol25).

For the HOMO energy, the calculation gives -8.61 eV. The multiplicity is 1. For the maximum force, the calculation gives 0.0101 hartree/bohr. The LUMO energy is -0.10 eV.

Positions of all 30 atoms, in Å:
Br: 5.24 -0.62 1.21
Br: 7.99 0.19 -0.15
Br: 5.42 1.98 -0.61
Br: -4.89 -0.70 -0.87
Br: -1.51 2.49 -0.88
P: -0.83 -0.16 1.62
Si: -2.34 0.75 0.25
C: -1.63 0.14 3.27
C: -2.93 -0.61 -0.94
C: -1.86 -1.90 -2.88
C: 1.66 0.52 0.57
C: 6.08 0.20 -0.31
C: 0.61 0.99 1.59
C: -2.43 -0.56 -2.39
H: 2.27 1.35 0.24
H: -0.88 0.54 3.95
H: -1.99 -0.82 3.64
H: -2.03 -2.03 -3.95
H: 1.17 0.09 -0.31
H: -3.25 -0.25 -3.04
H: 1.03 0.96 2.60
H: -2.33 -2.74 -2.37
H: -2.46 0.83 3.21
H: 5.82 -0.39 -1.18
H: 2.30 -0.24 1.01
H: -0.78 -1.95 -2.70
H: -1.66 0.20 -2.48
H: -2.62 -1.56 -0.49
H: 0.33 2.03 1.39
H: -3.49 1.25 1.02